The following is a DFT calculation (the ωB97M-V functional and the def2-TZVPD basis) of a structure of composition C64H171FeN15O19 at a distorted geometry.

Each line ends with the Löwdin charge.
Atoms and positions in Å:
Fe 3.44888 -4.63715 2.51405  0.81
C 6.00028 -7.94236 1.69752  0.02
C 5.14955 -6.71273 1.93102  -0.74
O 4.03428 -6.62200 1.39886  -0.05
O 5.42292 -5.84232 2.73116  -0.03
H 6.36997 -7.90243 0.67292  0.05
H 5.41666 -8.86293 1.70501  0.08
H 6.88387 -7.96783 2.33527  0.06
C 3.51114 -1.07788 4.63565  0.02
C 3.41884 -2.45340 3.98178  -0.72
O 2.44140 -2.77330 3.26454  -0.05
O 4.31423 -3.26258 4.13133  -0.04
H 4.14313 -0.37878 4.08797  0.08
H 3.85296 -1.25079 5.65613  0.06
H 2.53685 -0.61039 4.77807  0.08
C 4.19997 -16.64392 -0.81721  -0.07
C 4.62273 -15.29263 -0.29012  -0.40
C 3.58514 -14.65739 0.69122  -0.16
O 2.42751 -14.05097 0.10415  -0.20
C 1.57815 -13.27407 0.93884  -0.10
N 5.93662 -15.46052 0.38565  0.06
H 3.74649 -17.23451 -0.02120  0.08
H 4.97207 -17.17182 -1.37695  0.08
H 3.35651 -16.50984 -1.49447  0.08
H 4.88721 -14.64498 -1.12601  0.12
H 4.07667 -13.84389 1.22480  0.09
H 3.29308 -15.36169 1.47016  0.12
H 2.15450 -12.49471 1.43737  0.07
H 1.06651 -13.81164 1.73717  0.08
H 0.78008 -12.79051 0.37551  0.08
H 6.38120 -16.22161 -0.10752  0.07
H 6.38581 -14.58512 0.15762  0.03
C 3.31220 -4.17013 7.85649  -0.06
C 4.67562 -3.50656 7.79245  -0.36
C 5.37910 -3.48970 9.19101  -0.18
O 4.61004 -2.71647 10.11678  -0.19
C 5.14927 -2.50720 11.41343  -0.10
N 5.52312 -3.95443 6.62530  0.06
H 2.81444 -4.04471 6.89493  0.07
H 2.68697 -3.63625 8.57214  0.08
H 3.33859 -5.20664 8.19271  0.08
H 4.40100 -2.46742 7.61112  0.11
H 6.40174 -3.11637 9.13695  0.11
H 5.57419 -4.49506 9.56422  0.11
H 4.91271 -1.58497 11.94411  0.09
H 6.19054 -2.82939 11.42007  0.08
H 4.74282 -3.29323 12.04987  0.08
H 6.46100 -3.58059 6.65226  0.02
H 5.12680 -3.61217 5.76165  0.02
C 4.21621 -8.92248 6.13614  -0.05
C 4.57394 -7.56821 6.78531  -0.37
C 6.05112 -7.51055 7.39824  -0.19
O 6.30156 -8.47283 8.38045  -0.19
C 7.42011 -8.01236 9.18270  -0.07
N 4.48642 -6.61038 5.73577  0.05
H 3.17902 -8.96790 5.80404  0.07
H 4.51191 -9.77360 6.74952  0.07
H 4.76211 -9.06818 5.20401  0.05
H 3.81142 -7.42909 7.55167  0.13
H 6.32706 -6.48187 7.63010  0.10
H 6.83376 -7.77583 6.68745  0.10
H 7.28916 -6.94425 9.35620  0.07
H 8.38837 -8.09563 8.68912  0.05
H 7.50490 -8.45939 10.17319  0.09
H 4.75172 -5.74554 6.18496  0.03
H 5.14254 -6.73419 4.97795  0.08
C 10.34889 -6.87898 3.70590  -0.04
C 9.00341 -6.15112 3.99030  -0.39
C 9.05267 -5.33291 5.27616  -0.20
O 9.46291 -6.10695 6.37010  -0.19
C 9.55099 -5.42715 7.58856  -0.11
N 8.60760 -5.36213 2.84194  0.08
H 10.36032 -7.49602 2.80744  0.06
H 10.46173 -7.55815 4.55095  0.05
H 11.15504 -6.17105 3.51345  0.08
H 8.15997 -6.82702 4.13124  0.11
H 8.08178 -4.93253 5.56803  0.11
H 9.74113 -4.49841 5.14298  0.12
H 9.66357 -6.20317 8.34567  0.07
H 8.64337 -4.86167 7.79966  0.08
H 10.43801 -4.80872 7.72584  0.09
H 7.60824 -5.41499 2.70572  0.04
H 8.68785 -4.39507 3.12204  0.03
C 8.50557 -4.88650 -0.70703  -0.08
C 9.62998 -5.85176 -0.75475  -0.46
C 10.24574 -5.97185 -2.16046  -0.17
O 9.22997 -6.36490 -3.06693  -0.19
C 9.61439 -6.61660 -4.34774  -0.15
N 10.66553 -5.53880 0.19374  0.05
H 8.86232 -3.85654 -0.70417  0.08
H 7.86832 -4.88921 0.17728  0.06
H 7.78697 -4.89351 -1.52659  0.07
H 9.22722 -6.81108 -0.42980  0.13
H 11.00644 -6.73805 -2.01093  0.12
H 10.63152 -4.98186 -2.40376  0.13
H 9.80226 -5.70880 -4.92108  0.09
H 8.97577 -7.25534 -4.95787  0.08
H 10.56446 -7.14632 -4.41749  0.08
H 10.15608 -5.36677 1.04871  0.02
H 11.25304 -6.30589 0.48785  0.07
C -1.81135 -5.49078 -2.16133  -0.06
C -1.90326 -6.79001 -1.33655  -0.40
C -0.94648 -6.88089 -0.14143  -0.16
O 0.45730 -6.62421 -0.48745  -0.25
C 1.13594 -7.76042 -1.05064  -0.07
N -3.27362 -6.89735 -0.77064  0.03
H -2.00601 -4.55218 -1.64245  0.07
H -2.50408 -5.44966 -3.00189  0.08
H -0.81851 -5.37930 -2.59715  0.07
H -1.74685 -7.60257 -2.04606  0.13
H -0.90796 -7.88218 0.28757  0.12
H -1.18393 -6.22436 0.69564  0.13
H 0.60436 -8.18737 -1.90107  0.08
H 1.30738 -8.51936 -0.28729  0.09
H 2.13536 -7.47403 -1.37812  0.07
H -3.35323 -6.10197 -0.15328  0.06
H -3.24872 -7.63632 -0.08261  0.06
C 9.48095 -14.02442 1.58051  -0.06
C 8.41827 -13.19641 2.35146  -0.43
C 7.72501 -12.12701 1.61588  -0.18
O 7.07549 -12.75834 0.51012  -0.26
C 6.06030 -11.91248 -0.01192  -0.08
N 7.59626 -14.22633 2.91143  0.06
H 10.00425 -14.69792 2.25921  0.08
H 10.22767 -13.38308 1.11234  0.06
H 9.07653 -14.70034 0.82706  0.07
H 9.00292 -12.68187 3.11403  0.13
H 8.42701 -11.39260 1.22098  0.13
H 6.96935 -11.60281 2.20095  0.10
H 6.47667 -10.93839 -0.26862  0.08
H 5.42025 -11.69066 0.84203  0.07
H 5.53596 -12.36104 -0.85570  0.09
H 6.94586 -14.56496 2.21688  0.03
H 7.01123 -13.81289 3.62341  0.01
C 1.86139 -8.08031 -4.40676  -0.06
C 2.17548 -9.37389 -5.06955  -0.45
C 1.77011 -10.57173 -4.20255  -0.17
O 2.44465 -10.41657 -2.94341  -0.21
C 2.67199 -11.61917 -2.27773  -0.11
N 1.52539 -9.42158 -6.35712  0.04
H 2.32378 -7.90978 -3.43454  0.04
H 0.80112 -7.82746 -4.40870  0.09
H 2.26903 -7.26418 -5.00329  0.09
H 3.24502 -9.53218 -5.20788  0.12
H 2.10689 -11.48538 -4.69239  0.11
H 0.71122 -10.83020 -4.19660  0.13
H 3.17588 -12.40203 -2.84458  0.10
H 1.77948 -12.09523 -1.87165  0.08
H 3.18204 -11.27778 -1.37695  0.07
H 1.75187 -10.25433 -6.88183  0.07
H 1.99505 -8.67166 -6.84410  0.07
C 10.45495 -14.34562 -3.34828  -0.06
C 9.91222 -13.64410 -2.02832  -0.42
C 10.39563 -12.13282 -1.84681  -0.15
O 9.52551 -11.18053 -2.47609  -0.19
C 9.98530 -9.89092 -2.38809  -0.15
N 8.52756 -13.76274 -1.82469  0.05
H 10.15035 -13.74602 -4.20608  0.07
H 10.18270 -15.40091 -3.36649  0.07
H 11.53959 -14.41703 -3.42926  0.06
H 10.42336 -14.26318 -1.29105  0.12
H 11.35598 -12.14994 -2.36210  0.11
H 10.44192 -11.88515 -0.78633  0.10
H 9.16906 -9.20249 -2.60699  0.07
H 10.80217 -9.73351 -3.09240  0.09
H 10.18033 -9.59025 -1.35869  0.09
H 8.32339 -13.48698 -0.87476  0.03
H 8.00842 -13.22391 -2.50311  0.08
C 4.04446 -11.90336 3.87499  -0.04
C 4.48428 -12.91206 4.97201  -0.36
C 3.77907 -14.33482 4.81023  -0.21
O 2.43501 -14.28932 5.08743  -0.20
C 1.73126 -15.54808 5.11258  -0.08
N 5.93129 -12.97808 4.95290  0.03
H 4.14117 -12.31961 2.87226  0.04
H 4.61043 -10.97502 3.95222  0.05
H 2.96967 -11.76726 3.99498  0.08
H 4.10720 -12.54764 5.92757  0.13
H 4.23073 -15.12265 5.41309  0.12
H 3.85117 -14.70205 3.78650  0.10
H 0.66919 -15.31882 5.02565  0.08
H 1.83733 -16.03763 6.08067  0.08
H 1.99708 -16.23836 4.31199  0.08
H 6.28527 -12.08021 5.25061  0.02
H 6.30383 -13.58488 5.66922  0.09
C 6.06230 -6.92133 -1.82409  -0.05
C 5.09507 -8.00853 -2.30967  -0.40
C 5.70701 -8.84121 -3.45140  -0.17
O 5.92066 -8.10119 -4.67708  -0.20
C 6.42354 -8.90043 -5.75132  -0.10
N 4.66479 -8.91881 -1.23729  0.09
H 6.50686 -6.37155 -2.65366  0.07
H 6.90713 -7.28470 -1.23898  0.07
H 5.46521 -6.19849 -1.26813  0.08
H 4.22049 -7.49949 -2.71474  0.11
H 4.97328 -9.63040 -3.61542  0.11
H 6.63994 -9.20390 -3.01990  0.12
H 6.95304 -8.20330 -6.40073  0.08
H 5.59271 -9.40842 -6.24097  0.07
H 7.13504 -9.62625 -5.35757  0.08
H 3.84162 -9.48263 -1.39418  0.03
H 4.53163 -8.45482 -0.35011  0.04
C 1.28071 -3.43180 -0.96389  -0.05
C 2.39766 -4.06299 -0.18541  -0.36
C 3.61348 -3.09690 0.07959  -0.12
O 4.45756 -3.60014 1.09800  -0.27
C 5.69544 -2.97285 1.16811  -0.08
N 1.86394 -4.59564 1.06727  0.04
H 1.38462 -3.54431 -2.04308  0.09
H 1.07300 -2.39796 -0.68799  0.09
H 0.28848 -3.84786 -0.78943  0.06
H 2.72352 -4.93290 -0.75564  0.13
H 3.22563 -2.11535 0.35206  0.13
H 4.22560 -2.98863 -0.81579  0.13
H 5.51428 -1.92522 1.40848  0.10
H 6.31769 -3.13771 0.28850  0.09
H 6.31033 -3.23452 2.02924  0.08
H 1.20988 -3.88216 1.35579  0.09
H 1.27431 -5.33104 0.70448  0.06
C 6.78178 -0.08445 5.84609  -0.05
C 7.32576 -1.39316 5.20918  -0.40
C 8.19768 -1.18401 3.99482  -0.20
O 8.54742 -2.37167 3.31964  -0.22
C 9.22434 -2.25344 2.02891  -0.06
N 8.08229 -2.10821 6.21574  0.04
H 7.55879 0.56163 6.25468  0.08
H 5.97573 -0.18178 6.57334  0.07
H 6.37332 0.60373 5.10604  0.07
H 6.44043 -2.00654 5.04169  0.10
H 9.11296 -0.73029 4.37497  0.13
H 7.66268 -0.56801 3.27204  0.13
H 9.83396 -1.35056 1.99344  0.09
H 8.53495 -2.11819 1.19551  0.07
H 9.88001 -3.07906 1.75226  0.07
H 8.21892 -1.62675 7.09302  0.08
H 8.97632 -2.34630 5.81061  0.06
C 1.26123 -7.57533 3.30695  -0.03
C 1.06893 -6.18896 3.97213  -0.35
C 0.40278 -6.15996 5.40384  -0.18
O 0.33606 -4.80184 5.61880  -0.19
C -0.06029 -4.44789 6.93136  -0.11
N 2.40251 -5.65748 4.07550  0.01
H 0.30270 -7.94692 2.94467  0.07
H 1.89433 -8.23054 3.90528  0.07
H 1.83635 -7.60244 2.38142  0.05
H 0.61203 -5.45219 3.31143  0.13
H 1.00052 -6.68563 6.14846  0.12
H -0.56027 -6.64251 5.57055  0.12
H 0.19157 -3.40111 7.10144  0.09
H 0.48103 -4.91161 7.75600  0.08
H -1.12635 -4.52271 7.14590  0.09
H 2.17470 -4.87911 4.67745  0.06
H 2.86120 -6.28243 4.72293  0.05
C 7.60170 -9.75712 4.48681  -0.07
C 8.21676 -10.54481 5.62817  -0.32
C 9.38144 -9.76501 6.44685  -0.17
O 9.83434 -10.48105 7.57433  -0.19
C 10.86863 -9.81105 8.35292  -0.07
N 7.13709 -10.89726 6.64182  0.05
H 8.36845 -9.43117 3.78399  0.08
H 7.14611 -8.82582 4.82326  0.05
H 6.86829 -10.29354 3.88476  0.05
H 8.49040 -11.49285 5.16508  0.12
H 8.94698 -8.82172 6.77789  0.09
H 10.18844 -9.69991 5.71706  0.12
H 11.61776 -9.36909 7.69597  0.08
H 11.38550 -10.47398 9.04681  0.09
H 10.53053 -8.95280 8.93362  0.07
H 6.69398 -10.08047 7.03758  0.03
H 7.60984 -11.40059 7.37888  0.08

## Properties
Multiplicity: 5
LUMO level (alpha / beta), eV: 0.461 / 0.458
F_max, eV/Å: 4.64